No. 1
Entry from the OMol25 dataset: a structure of composition C42H50AsAuN3SSi in a non-equilibrium geometry (ωB97M-V with the def2-TZVPD basis set).

The geometry in ORCA input format:
```
! wB97M-V def2-TZVPD RIJCOSX def2/J DEFGRID3
* xyz -1 1
Au -1.00 -1.47 -0.21
S -0.10 -0.30 2.64
C -0.33 1.30 3.20
C -0.46 1.58 4.57
C -0.61 2.89 4.99
C -0.61 3.93 4.08
C -0.51 3.66 2.72
C -0.38 2.35 2.27
As -0.49 1.76 0.42
C 1.34 1.31 0.02
C 2.31 1.21 0.93
C 3.62 0.58 0.62
C 3.99 0.47 -0.88
C 2.83 0.63 -1.80
C 1.62 0.96 -1.37
C -0.52 3.54 -0.42
C 0.55 4.17 -1.03
C 0.39 5.42 -1.62
C -0.84 6.06 -1.59
C -1.92 5.44 -0.98
C -1.76 4.18 -0.42
H -0.45 0.76 5.27
H -0.73 3.09 6.05
H -0.72 4.95 4.41
H -0.52 4.48 2.01
H 2.13 1.49 1.96
H 4.42 1.04 1.21
H 4.84 1.09 -1.22
H 3.03 0.45 -2.85
H 0.78 1.03 -2.06
H 1.52 3.69 -1.05
H 1.24 5.91 -2.09
H -0.95 7.04 -2.03
H -2.88 5.93 -0.96
H -2.60 3.68 0.05
N 6.58 -0.72 0.46
C 7.90 -0.98 0.19
C 9.08 -0.72 0.86
C 10.26 -1.13 0.26
C 10.25 -1.77 -0.98
C 9.08 -2.03 -1.65
C 7.89 -1.63 -1.07
N 6.59 -1.75 -1.51
C 5.84 -1.21 -0.59
C 4.37 -1.05 -0.66
C 3.66 -0.97 0.72
C 2.27 -1.56 0.70
N 1.71 -2.12 -0.29
C 2.45 -2.37 -1.44
C 3.71 -1.98 -1.63
H 6.22 -0.27 1.28
H 9.09 -0.23 1.82
H 11.20 -0.94 0.76
H 11.20 -2.07 -1.41
H 9.08 -2.53 -2.61
H 4.20 -1.38 1.57
H 1.69 -1.45 1.61
H 1.93 -2.99 -2.15
H 4.28 -2.25 -2.51
C -3.56 -3.82 -1.92
C -3.93 -3.31 -0.53
C -3.15 -4.18 0.45
C -5.42 -3.58 -0.32
Si -3.37 -1.42 -0.33
C -3.92 -0.38 -1.93
C -5.33 -0.67 -2.45
C -3.83 1.12 -1.66
C -2.93 -0.66 -3.06
C -4.26 -0.66 1.26
C -3.54 0.63 1.65
C -4.08 -1.59 2.46
C -5.75 -0.35 1.13
H -3.72 -4.90 -1.98
H -2.52 -3.62 -2.13
H -4.17 -3.36 -2.70
H -3.43 -5.23 0.33
H -3.32 -3.90 1.48
H -2.08 -4.09 0.26
H -5.65 -4.62 -0.54
H -6.04 -2.96 -0.96
H -5.71 -3.40 0.72
H -6.08 -0.52 -1.68
H -5.41 -1.69 -2.82
H -5.56 0.00 -3.28
H -4.61 1.45 -0.98
H -3.96 1.68 -2.59
H -2.85 1.37 -1.25
H -2.90 -1.70 -3.34
H -1.92 -0.37 -2.76
H -3.19 -0.08 -3.95
H -2.50 0.41 1.86
H -3.98 1.05 2.56
H -3.58 1.39 0.88
H -3.03 -1.83 2.59
H -4.66 -2.50 2.34
H -4.43 -1.10 3.37
H -5.94 0.44 0.41
H -6.14 -0.02 2.09
H -6.32 -1.23 0.83
*
```

As for the energy above the lowest of the compared OMol25 structures with the same formula, charge and spin: 68.4 kcal/mol. Its HOMO energy is -3.899 eV. Its largest force on an atom is 1.16 eV/Å. As for the total energy: -132080.796 eV.

Atomic partial charges in e from the Mulliken method, atoms 1 to 6: -0.3043, -0.4929, 0.9629, -0.8227, -0.5290, -0.6933


No. 2
Entry from the OMol25 dataset: a structure of composition C42H50BFN12O7PmS in a non-equilibrium geometry (ωB97M-V with the def2-TZVPD basis set).

The geometry in ORCA input format:
```
! wB97M-V def2-TZVPD RIJCOSX def2/J DEFGRID3
* xyz 2 6
Pm 0.48 1.47 0.65
C -1.92 2.70 3.89
C -0.79 3.55 3.48
C -0.18 4.58 4.28
C 0.71 5.22 3.45
N 0.73 4.59 2.23
N -0.22 3.54 2.26
B 1.92 4.63 1.21
N 2.99 3.43 1.67
C 4.38 3.35 1.58
C 4.77 2.06 1.97
C 3.56 1.32 2.20
C 3.42 -0.11 2.46
N 2.51 2.16 2.05
N 1.27 4.53 -0.28
C 1.76 5.04 -1.47
C 0.97 4.55 -2.53
C -0.03 3.73 -1.92
C -1.05 2.91 -2.59
N 0.16 3.70 -0.59
N 2.69 5.98 1.36
C 1.98 7.18 1.41
C 2.79 8.18 0.91
C 4.09 7.53 0.64
C 5.38 8.11 0.21
N 3.98 6.22 0.90
H -2.41 3.16 4.78
H -1.55 1.70 4.22
H -2.63 2.53 3.07
H -0.30 4.80 5.33
H 1.37 6.03 3.70
H 4.99 4.21 1.33
H 5.78 1.71 1.98
H 4.40 -0.54 2.74
H 3.09 -0.65 1.56
H 2.67 -0.29 3.24
H 2.59 5.73 -1.49
H 1.15 4.75 -3.57
H -1.72 3.54 -3.21
H -1.68 2.43 -1.83
H -0.59 2.16 -3.24
H 0.96 7.22 1.78
H 2.51 9.21 0.82
H 5.46 9.15 0.55
H 5.47 8.03 -0.87
H 6.20 7.53 0.69
C 2.55 -3.40 -5.63
C 1.58 -2.21 -5.76
N 1.12 -1.71 -4.45
C 1.91 -0.76 -3.84
C 1.69 -0.23 -2.56
C 2.58 0.88 -2.04
O 3.54 1.28 -2.75
O 2.29 1.35 -0.88
C 0.59 -0.75 -1.83
O 0.38 -0.54 -0.55
C -0.36 -1.54 -2.56
C -1.65 -1.83 -2.04
C -2.53 -2.64 -2.71
F -3.76 -2.77 -2.14
C -2.17 -3.40 -3.89
C -0.85 -3.17 -4.37
C -0.05 -2.15 -3.83
N -2.99 -4.34 -4.46
C -4.25 -4.77 -3.85
C -4.78 -6.11 -4.37
N -3.63 -7.02 -4.73
C -2.75 -6.43 -5.82
C -2.77 -4.89 -5.78
H 2.73 -3.86 -6.61
H 2.18 -4.19 -4.96
H 3.54 -3.08 -5.27
H 0.69 -2.47 -6.33
H 2.07 -1.36 -6.29
H 2.80 -0.44 -4.39
H -1.92 -1.42 -1.09
H -0.48 -3.76 -5.20
H -5.04 -4.02 -3.97
H -4.12 -4.82 -2.75
H -5.38 -5.99 -5.29
H -5.40 -6.60 -3.60
H -3.98 -7.95 -5.02
H -3.08 -7.18 -3.88
H -3.12 -6.79 -6.80
H -1.75 -6.84 -5.68
H -3.54 -4.53 -6.47
H -1.82 -4.50 -6.19
C 0.53 -1.26 7.85
C -0.08 -1.98 6.66
C -1.17 -2.86 6.83
C -1.72 -3.52 5.76
C -1.18 -3.25 4.50
C -0.06 -2.44 4.28
C 0.48 -1.80 5.38
S -2.16 -3.83 3.10
O -1.32 -3.69 1.94
O -2.81 -5.08 3.40
N -3.51 -2.84 3.02
C -3.50 -1.40 2.82
C -2.91 -1.03 1.43
C -1.80 0.11 1.41
O -1.91 1.10 0.57
O -0.75 0.01 2.17
H -0.23 -1.07 8.62
H 0.98 -0.29 7.51
H 1.34 -1.84 8.33
H -1.53 -3.06 7.85
H -2.58 -4.23 5.84
H 0.30 -2.30 3.27
H 1.33 -1.12 5.25
H -4.29 -3.28 3.52
H -2.94 -0.95 3.64
H -4.54 -1.05 2.92
H -3.69 -0.72 0.71
H -2.42 -1.94 1.02
*
```

As for the expectation value of S²: 8.78. Its HOMO energy (spin up / spin down) is -11.992 / -11.992 eV. Its largest force on an atom is 3.59 eV/Å. As for the total energy: -107353.435 eV.

Atomic partial charges in e from the Mulliken method, atoms 1 to 6: 0.7327, -1.0062, 0.7795, -1.4990, -0.1966, 0.6847


No. 3
Entry from the OMol25 dataset: a structure of composition C42H50N6O8P2V in a non-equilibrium geometry (ωB97M-V with the def2-TZVPD basis set).

The geometry in ORCA input format:
```
! wB97M-V def2-TZVPD RIJCOSX def2/J DEFGRID3
* xyz -2 4
V 0.34 -0.40 -0.28
C 0.61 0.01 4.78
C 0.33 0.67 3.43
C -0.54 1.92 3.59
P -0.36 -0.43 2.07
C -2.11 -0.82 2.57
C -2.46 -1.18 4.01
C -2.62 -1.89 1.59
C 0.73 -1.88 2.36
C 0.44 -3.05 3.03
C 1.33 -4.13 3.05
C 0.97 -5.43 3.71
C 2.52 -3.99 2.36
C 2.83 -2.83 1.66
C 1.94 -1.75 1.64
N 2.05 -0.60 0.86
C 3.21 -0.05 0.39
C 4.52 -0.38 0.82
C 5.63 0.12 0.18
C 5.53 1.01 -0.88
C 6.73 1.48 -1.66
C 4.25 1.48 -1.19
C 3.11 1.01 -0.56
P 1.42 1.69 -0.64
C 1.57 3.00 0.70
C 0.33 3.89 0.73
C 2.84 3.84 0.77
C 1.13 2.69 -2.20
C 2.22 3.62 -2.74
C 0.66 1.74 -3.31
H 1.24 0.67 5.39
H -0.31 -0.19 5.33
H 1.14 -0.94 4.65
H 1.29 0.97 3.00
H -1.51 1.67 4.04
H -0.05 2.65 4.24
H -0.74 2.38 2.63
H -2.61 0.12 2.33
H -1.87 -2.00 4.41
H -2.34 -0.32 4.68
H -3.51 -1.47 4.05
H -2.14 -2.85 1.76
H -3.71 -2.01 1.69
H -2.40 -1.60 0.56
H -0.52 -3.17 3.53
H 0.02 -5.36 4.25
H 0.88 -6.22 2.96
H 1.74 -5.74 4.43
H 3.21 -4.83 2.32
H 3.72 -2.81 1.04
H 4.64 -1.05 1.67
H 6.62 -0.20 0.51
H 7.64 1.01 -1.28
H 6.64 1.20 -2.72
H 6.85 2.56 -1.61
H 4.16 2.24 -1.96
H 1.55 2.36 1.59
H 0.36 4.64 -0.07
H -0.58 3.30 0.62
H 0.27 4.43 1.68
H 2.83 4.65 0.04
H 2.92 4.30 1.76
H 3.74 3.23 0.60
H 0.28 3.30 -1.89
H 2.92 3.06 -3.36
H 1.76 4.39 -3.37
H 2.78 4.12 -1.95
H 1.49 1.13 -3.66
H -0.09 1.04 -2.94
H 0.24 2.30 -4.16
O 3.42 -5.19 -2.04
C 2.67 -4.27 -1.83
C 2.81 -2.87 -2.39
O 3.61 -2.50 -3.23
C 1.76 -2.10 -1.73
C 0.97 -2.93 -0.90
O 0.00 -2.41 -0.25
C 1.42 -4.32 -0.98
O 0.92 -5.31 -0.49
O 1.45 -0.86 -1.84
O -7.00 1.90 -3.75
C -6.93 0.66 -3.08
N -5.57 0.19 -2.89
C -5.19 -1.03 -3.35
O -5.97 -1.80 -3.88
C -3.74 -1.40 -3.20
C -3.28 -2.42 -4.02
C -1.95 -2.77 -3.98
C -1.11 -2.06 -3.14
N -1.54 -1.12 -2.30
C -2.84 -0.82 -2.32
H -6.81 2.59 -3.11
H -7.41 -0.08 -3.71
H -7.44 0.71 -2.12
H -4.87 0.85 -2.56
H -3.99 -2.92 -4.67
H -1.55 -3.57 -4.59
H -0.04 -2.26 -3.13
H -3.17 -0.13 -1.55
N -2.94 2.64 -1.58
C -2.92 2.28 -0.24
O -1.99 1.57 0.17
C -4.01 2.77 0.57
C -4.99 3.58 -0.02
N -5.76 4.25 -0.58
C -4.07 2.53 1.96
N -4.13 2.35 3.10
H -2.10 2.43 -2.08
H -3.42 3.49 -1.85
*
```

As for the energy above the lowest of the compared OMol25 structures with the same formula, charge and spin: 36.3 kcal/mol. As for the expectation value of S²: 3.76. Its HOMO energy (spin up / spin down) is -1.439 / -2.121 eV. Its largest force on an atom is 1.81 eV/Å. As for the total energy: -113956.823 eV.

Atomic partial charges in e from the Mulliken method, atoms 1 to 6: 0.6227, -1.6222, 0.2926, -0.8705, 2.2461, 1.7832